Entry 1:
ORCA calculation (ωB97M-V with the def2-TZVPD basis set) on an isolated molecule of C4H7ClO.

For the LUMO energy, the calculation gives 0.0308 Eh. For the total energy, the calculation gives -691.9485 a.u. The value obtained for the energy relative to the best compared isomer or geometry (same formula, charge and spin) is 2.6509 eV. The maximum force comes out at 0.10163 hartree/bohr.

Structure (ORCA input):
```
! wB97M-V def2-TZVPD RIJCOSX def2/J DEFGRID3
* xyz 0 1
C -0.149 -0.862 0.631
C -0.663 0.470 0.012
C -0.059 0.809 -1.390
C 0.348 1.536 -0.175
O 1.898 1.218 0.517
Cl -0.062 3.142 0.197
H 0.716 -1.050 0.161
H -0.913 -1.658 0.537
H -0.003 -0.781 1.711
H -1.628 0.771 0.417
H 0.600 0.114 -1.983
H -0.645 1.496 -1.957
H 2.491 0.943 -0.158
*
```

---

Entry 2:
ORCA calculation (ωB97M-V with the def2-TZVPD basis set) on an isolated molecule of C4H7ClO.

For the LUMO energy, the calculation gives 0.0391 Eh. For the total energy, the calculation gives -691.9911 a.u. The value obtained for the energy relative to the best compared isomer or geometry (same formula, charge and spin) is 1.4908 eV. The maximum force comes out at 0.05318 hartree/bohr.

Structure (ORCA input):
```
! wB97M-V def2-TZVPD RIJCOSX def2/J DEFGRID3
* xyz 0 1
C -1.388 0.919 0.151
C -1.152 -0.455 -0.387
O -0.107 -1.100 0.270
C 1.115 -0.597 -0.201
C 2.109 -0.306 0.608
Cl 3.559 0.113 -0.164
H -2.188 1.447 -0.414
H -1.753 0.790 1.194
H -0.506 1.610 0.110
H -2.035 -1.073 -0.088
H -1.075 -0.533 -1.483
H 1.271 -0.387 -1.283
H 2.150 -0.428 1.688
*
```

---

Entry 3:
ORCA calculation (ωB97M-V with the def2-TZVPD basis set) on an isolated molecule of C4H7ClO.

For the LUMO energy, the calculation gives 0.0287 Eh. For the total energy, the calculation gives -692.0027 a.u. The value obtained for the energy relative to the best compared isomer or geometry (same formula, charge and spin) is 1.1762 eV. The maximum force comes out at 0.07121 hartree/bohr.

Structure (ORCA input):
```
! wB97M-V def2-TZVPD RIJCOSX def2/J DEFGRID3
* xyz 0 1
C -1.736 1.168 1.220
C -1.007 -0.024 0.695
C 0.084 0.245 -0.257
Cl 1.712 0.359 0.482
C 0.145 -1.071 -1.214
O -0.843 -1.384 -1.801
H -1.263 2.046 1.591
H -2.446 0.881 1.946
H -2.304 1.580 0.365
H -0.655 -0.627 1.611
H -1.807 -0.461 0.194
H -0.040 1.135 -0.800
H 1.240 -1.501 -1.359
*
```

---

Entry 4:
ORCA calculation (ωB97M-V with the def2-TZVPD basis set) on an isolated molecule of C4H7ClO.

For the LUMO energy, the calculation gives 0.0337 Eh. For the total energy, the calculation gives -691.9889 a.u. The value obtained for the energy relative to the best compared isomer or geometry (same formula, charge and spin) is 1.5507 eV. The maximum force comes out at 0.06878 hartree/bohr.

Structure (ORCA input):
```
! wB97M-V def2-TZVPD RIJCOSX def2/J DEFGRID3
* xyz 0 1
C 2.196 -0.733 0.086
O 1.081 0.067 -0.242
C -0.082 -0.540 -0.149
C -1.314 -0.034 -0.156
C -1.658 1.380 -0.010
Cl -2.640 -1.101 -0.038
H 2.987 -0.091 -0.301
H 2.254 -1.707 -0.477
H 2.334 -0.969 1.158
H 0.056 -1.659 -0.172
H -0.814 2.050 -0.271
H -2.607 1.666 -0.442
H -1.793 1.671 1.014
*
```